[1]
A structure of composition C19H27InNO at a distorted geometry, computed with ωB97M-V/def2-TZVPD.

Structure (XYZ):
```
49
Properties=species:S:1:pos:R:3:forces:R:3:nbo_charge:R:1
C -1.7149 0.5978 -1.8493 0.4 -0.2 0.0 -0.345
C -1.8974 1.6062 -0.9018 0.0 -0.1 -0.1 -0.313
C -1.9300 1.0293 0.3853 0.0 -1.1 0.1 -0.350
C -1.7659 -0.3695 0.2435 -0.3 0.3 -0.3 -0.307
C -1.5891 -0.6539 -1.1683 -0.1 0.3 0.8 -0.446
In 0.9539 -1.3162 -0.5200 -1.9 -1.2 1.1 0.853
N 0.8599 -3.8792 -1.7239 0.4 3.1 -1.0 -0.550
C 1.7768 0.9188 -0.6569 1.6 -0.7 -1.3 -0.538
C 1.4825 1.9804 0.0713 0.2 -0.1 -1.0 -0.287
H -2.1045 1.5469 1.3253 0.1 -0.1 -0.2 0.199
H -1.9960 2.6649 -1.0992 0.0 0.0 -0.1 0.187
H -1.8774 -1.1268 1.0300 0.3 0.5 -0.4 0.219
H -1.6552 -1.6461 -1.6167 0.0 0.3 0.1 0.225
H -1.6813 0.7211 -2.9228 0.0 0.1 0.0 0.192
H 0.7597 2.6270 -0.4111 0.0 0.5 0.7 0.229
H 2.5150 0.1580 -0.4031 0.8 0.9 0.9 0.189
H 0.9995 -2.8927 -2.2539 -0.4 -2.8 0.4 0.246
H 2.0594 2.1624 0.9773 -0.7 0.2 -0.2 0.221
H 1.5143 0.6200 -1.6846 -0.8 1.3 0.2 0.227
C 1.3938 1.4355 3.4863 0.2 0.2 -0.2 -0.603
C 0.5758 0.4280 4.2762 0.1 -0.4 0.2 -0.227
C -0.9085 0.6137 3.9770 -0.1 -0.2 -0.1 -0.607
C 1.0432 -1.0115 4.0751 0.1 0.0 -0.2 -0.138
C 1.5293 -1.7237 5.1681 0.0 -0.2 -0.1 -0.151
C 1.9565 -3.0443 5.0237 0.2 -0.3 0.7 -0.313
C 1.8527 -3.6835 3.7986 0.0 0.2 0.3 -0.196
C 1.3859 -3.0157 2.6824 0.1 0.1 0.4 -0.138
C 1.3133 -3.8213 1.4108 -0.4 0.2 -0.5 -0.231
C 2.6656 -4.4007 0.9956 0.0 0.1 -0.1 -0.604
C 0.2651 -4.9265 1.4637 -0.2 -0.3 0.2 -0.598
C 1.0286 -1.6389 2.7854 0.2 -0.3 -0.3 0.432
O 0.6977 -0.9508 1.7151 0.2 0.1 -0.4 -0.878
H 1.1553 1.3472 2.4238 0.0 -0.1 0.4 0.228
H 2.4680 1.2651 3.6197 -0.1 0.0 0.0 0.198
H 1.1663 2.4574 3.8174 0.0 -0.1 -0.1 0.187
H 0.7324 0.6403 5.3448 0.0 0.0 -0.1 0.181
H -1.1116 0.3717 2.9287 0.0 0.0 0.2 0.239
H -1.5140 -0.0427 4.6114 0.0 0.1 -0.1 0.200
H -1.2039 1.6531 4.1590 0.0 -0.1 0.0 0.188
H 1.5732 -1.2378 6.1551 0.0 -0.2 -0.5 0.184
H 2.3722 -3.5914 5.8731 -0.2 0.2 -0.1 0.189
H 2.1421 -4.7296 3.6834 0.0 0.2 0.2 0.191
H 0.9547 -3.1930 0.5841 0.3 -0.4 0.6 0.182
H 3.0505 -5.0670 1.7782 0.0 0.1 -0.2 0.192
H 2.5673 -4.9555 0.0537 0.0 0.1 0.2 0.222
H 3.3926 -3.5952 0.8441 0.0 -0.1 0.0 0.204
H -0.7248 -4.5384 1.7322 0.2 0.0 0.0 0.209
H 0.1756 -5.4315 0.4936 0.1 0.2 0.1 0.217
H 0.5555 -5.6664 2.2128 -0.1 -0.1 0.1 0.188
```
Positions in Å, forces in eV/Å.

Properties
Lowest unoccupied orbital energy (spin up / spin down) ... 1.79 / 1.94 eV
E_HOMO (spin up / spin down) ... -3.689 / -3.626 eV
Multiplicity ... 1
Relative energy (zero: lowest compared OMol25 entry of this formula, charge and spin) ... 0.0 kJ/mol
Total charge ... -1
Calculated total energy ... -1060.1030 hartree

[2]
A structure of composition C26H25F3N7NaO3S at a distorted geometry, computed with ωB97M-V/def2-TZVPD.

Structure (XYZ):
```
66
Properties=species:S:1:pos:R:3:forces:R:3:nbo_charge:R:1
Na -0.7241 1.0678 1.0041 0.4 -1.2 -0.1 0.862
F 6.1370 1.8118 -1.6890 0.1 -0.1 0.0 -0.315
C 5.7416 0.6428 -1.1652 0.0 0.0 0.0 0.969
F 6.5738 0.3404 -0.1526 0.0 0.0 -0.1 -0.318
F 5.9015 -0.3052 -2.1096 0.1 0.1 0.1 -0.319
C 4.3154 0.6871 -0.6956 -0.1 0.0 0.0 -0.114
C 3.5062 1.7767 -0.9543 0.0 0.0 0.0 -0.182
C 2.1882 1.7263 -0.5201 -0.1 -0.1 0.1 0.024
N 1.6803 0.6838 0.1384 0.0 0.2 -0.2 -0.438
C 2.4822 -0.3497 0.3980 -0.1 0.1 0.1 0.032
C 3.8042 -0.4018 -0.0049 0.0 0.0 0.0 -0.226
H 3.8844 2.6426 -1.4805 0.0 0.0 0.0 0.236
H 1.5076 2.5508 -0.7184 0.0 -0.1 0.0 0.223
H 2.0459 -1.1716 0.9606 0.0 0.1 0.0 0.202
H 4.4206 -1.2647 0.2132 0.0 0.0 0.0 0.238
O 0.2706 0.8637 2.7092 0.7 -0.3 1.3 -1.028
S 0.0591 -0.2565 3.6838 -0.1 0.1 0.4 1.225
C 0.4138 0.4450 5.3294 0.0 -0.1 0.0 -0.597
C -0.7251 0.0105 6.2368 -0.1 0.0 -0.1 -0.411
C -1.9898 0.2728 5.4195 0.1 0.0 0.0 -0.416
C -1.7392 -0.3622 4.0550 0.1 0.0 0.0 -0.598
H 0.4011 1.5219 5.1486 0.0 0.0 0.0 0.249
H 1.4053 0.1344 5.6562 0.0 0.0 -0.1 0.237
H -0.7125 0.5529 7.1812 0.0 0.0 0.0 0.232
H -0.6411 -1.0562 6.4645 0.0 0.0 0.1 0.203
H -2.1350 1.3463 5.2933 0.0 0.0 0.0 0.236
H -2.8822 -0.1390 5.8881 0.0 0.0 0.0 0.223
H -2.2419 0.1622 3.2436 0.0 -0.1 0.0 0.254
H -1.9998 -1.4213 4.0379 0.0 0.0 0.0 0.226
C -2.3638 1.8931 -4.4960 0.1 -0.1 0.1 -0.629
C -1.4468 0.7659 -4.0998 0.0 0.0 0.0 -0.018
C -0.2106 1.0239 -3.5087 0.0 0.0 0.0 -0.175
C 0.6194 -0.0068 -3.0995 0.1 0.0 0.0 -0.249
C 0.2344 -1.3309 -3.2800 -0.1 -0.1 -0.1 0.199
N 1.1276 -2.3643 -2.8839 -0.1 0.2 0.1 -0.658
C 0.8827 -3.6331 -2.4339 0.2 -0.1 0.3 0.790
O 1.7083 -4.5216 -2.5458 -0.1 0.1 -0.1 -0.627
N -0.3283 -3.8981 -1.7998 -0.2 0.1 -0.3 -0.661
C -1.1467 -3.0793 -1.0126 0.1 0.1 0.0 0.202
C -2.4609 -3.4486 -0.7534 0.0 -0.1 0.0 -0.207
C -3.2403 -2.6465 0.0623 0.0 0.0 0.0 -0.236
C -2.6828 -1.5019 0.6072 0.1 0.0 0.0 0.009
N -1.4118 -1.1504 0.3877 -0.3 -0.1 -0.1 -0.463
C -0.6730 -1.9163 -0.4118 0.1 0.2 0.2 -0.012
C -0.9817 -1.6040 -3.8905 0.0 -0.1 0.0 -0.265
C -1.8114 -0.5621 -4.2830 0.0 -0.1 0.0 -0.190
H -1.8078 2.7107 -4.9568 0.0 0.0 0.0 0.220
H -2.8528 2.2894 -3.6045 0.0 0.1 0.0 0.234
H -3.1328 1.5566 -5.1912 0.0 0.0 0.0 0.212
H 0.0979 2.0533 -3.3568 0.0 -0.1 0.0 0.220
H 1.5768 0.2103 -2.6337 -0.1 0.0 -0.1 0.210
H 2.0934 -2.2334 -3.1304 0.1 -0.1 -0.1 0.417
H -0.4967 -4.8873 -1.7422 0.0 -0.1 0.1 0.414
H -2.8609 -4.3574 -1.1898 0.0 0.1 0.0 0.219
H -4.2713 -2.9030 0.2684 0.0 0.0 0.0 0.227
H -3.2724 -0.8472 1.2417 0.1 0.0 0.0 0.197
H 0.3520 -1.5982 -0.5716 -0.1 0.0 0.0 0.208
H -1.2752 -2.6293 -4.0811 0.0 0.0 0.0 0.218
H -2.7583 -0.7951 -4.7601 0.1 0.0 0.0 0.210
O -1.5053 2.1688 -0.3998 -0.8 1.1 -1.0 -0.583
N -0.9667 3.3011 -0.2354 0.0 0.4 -0.3 0.054
C -1.0671 3.8939 0.9497 0.0 0.3 0.1 -0.250
C -1.7544 3.3116 2.0650 -0.1 0.0 -0.2 0.290
N -2.3011 2.7587 2.9166 0.0 0.0 -0.1 -0.383
C -0.5004 5.2044 1.0845 0.0 -0.1 0.0 0.276
N -0.0594 6.2616 1.1979 0.0 -0.1 0.0 -0.329
```
Positions in Å, forces in eV/Å.

Properties
Lowest unoccupied orbital energy ... -0.02 eV
E_HOMO ... -8.575 eV
Multiplicity ... 1
Relative energy (zero: lowest compared OMol25 entry of this formula, charge and spin) ... 101.1 kJ/mol
Total charge ... 0
Calculated total energy ... -2474.8854 hartree